Record 1
# C3H7N2

A structure of composition C3H7N2 in a non-equilibrium geometry (ωB97M-V with the def2-TZVPD basis set, the Open Molecules 2025 dataset).

For the total energy, the calculation gives -227.645515 hartree. The gap between HOMO and LUMO comes out at 0.396 Eh. As for the total charge: +1. For the energy above the lowest of the compared OMol25 structures with the same formula, charge and spin, the calculation gives 285.7 kJ/mol.

Last column: Mulliken charge in e.
Positions of all 12 atoms, in Å:
H1 0.15 1.30 -1.93  0.384
N1 -2.65 -0.01 1.11  -0.297
N2 -1.69 0.24 0.64  0.606
C1 -0.54 0.43 0.01  0.076
C2 -0.77 1.10 -1.45  -1.256
H2 0.93 -1.37 0.59  0.318
C3 0.11 -1.47 -0.08  -0.727
H3 -0.68 -2.12 0.39  0.372
H4 0.22 0.83 0.63  0.383
H5 -1.29 2.02 -1.37  0.416
H6 0.39 -1.63 -1.20  0.299
H7 -1.35 0.52 -2.08  0.426

Record 2
# C6H12O

An isolated molecule of C6H12O (ωB97M-V with the def2-TZVPD basis set, the Open Molecules 2025 dataset).

For the total energy, the calculation gives -311.044372 hartree. The gap between HOMO and LUMO comes out at 0.391 Eh. Its structure (SMILES) is CC[C@H]1CCCO1. As for the total charge: 0. For the energy above the lowest of the compared OMol25 structures with the same formula, charge and spin, the calculation gives 39.1 kJ/mol.

Last column: Mulliken charge in e.
Positions of all 19 atoms, in Å:
H1 -1.47 2.51 -0.05  0.291
C1 -0.37 -0.10 -0.33  0.105
C2 0.51 -2.01 0.83  -0.514
H2 0.65 1.10 -1.78  0.317
C3 0.68 -1.21 -0.46  -0.757
H3 -0.52 3.27 -1.34  0.355
H4 -0.38 -1.24 2.69  0.301
C4 -0.95 2.32 -0.99  -1.249
H5 1.05 -0.35 2.10  0.263
C5 0.13 1.26 -0.82  -0.460
H6 -1.69 2.00 -1.74  0.328
H7 1.42 -2.54 1.15  0.339
H8 -1.29 -0.36 -0.88  0.307
H9 1.69 -0.77 -0.49  0.331
H10 0.89 1.61 -0.11  0.276
C6 0.14 -0.90 1.79  -0.452
H11 -0.30 -2.74 0.74  0.269
O1 -0.73 -0.05 1.06  -0.409
H12 0.55 -1.81 -1.37  0.360